A single C3H8N2S molecule in a non-equilibrium geometry, computed with ωB97M-V/def2-TZVPD.

The energy above the lowest of the compared OMol25 structures with the same formula, charge and spin comes out at 44.3 kcal per mole. The calculation puts the electronic energy at -626.7527 hartree. The SMILES is CS/N=C\CN. The value obtained for the LUMO energy is 0.03612 Eh. The calculation puts the highest occupied orbital energy at -0.3186 Ha.

```
! RIJCOSX wB97M-V def2-TZVPD def2/J DEFGRID3
* xyz 0 1
C 0.16 2.78 0.53
S 0.52 1.22 -0.26
N -0.21 0.12 0.85
C -0.14 -1.12 0.85
C 0.34 -1.88 -0.35
N -0.51 -1.69 -1.51
H 0.60 3.53 -0.20
H 0.78 2.85 1.51
H -0.92 2.91 0.65
H -0.52 -1.66 1.71
H 1.39 -1.51 -0.57
H 0.37 -2.99 -0.02
H -0.39 -0.77 -1.96
H -1.47 -1.78 -1.24
*
```